No. 1
15
Properties=species:S:1:pos:R:3:lowdin_spin:R:1 method="wB97M-V/def2-TZVPD" energy_ha=-1065.6665 e_above_lowest_ev=4.3802 molar_mass_da=140.2 gap_ev="5.45 / 6.24" lumo_ev="0.674 / -2.925" spin_multiplicity=3 homo_ev="-4.78 / -9.16"
C -1.676 0.573 1.299 0.018
C 1.943 0.281 -1.248 0.133
C -0.147 -1.242 -0.113 0.280
O -1.923 0.316 -1.433 0.075
O 1.244 0.328 1.440 0.542
S -0.903 0.444 -0.365 0.051
S 1.613 -0.649 0.367 0.854
H -1.335 1.571 1.531 0.002
H -1.085 -0.050 2.020 0.004
H -2.779 0.676 1.454 0.001
H 2.668 1.180 -0.887 0.011
H 0.955 0.524 -1.659 0.014
H 2.368 -0.247 -2.106 0.006
H -0.554 -1.825 0.718 0.006
H -0.389 -1.880 -1.018 0.002


No. 2
14
Properties=species:S:1:pos:R:3:mulliken_charge:R:1 method="wB97M-V/def2-TZVPD" energy_ha=-344.8156 e_above_lowest_ev=0.8908 molar_mass_da=92.1 gap_ev=11.01 lumo_ev=0.685 spin_multiplicity=1 homo_ev=-10.33
C -0.117 0.588 0.725 0.116
C 0.434 0.293 2.101 -1.177
O -1.134 1.572 0.830 -0.547
H -1.771 1.408 0.114 0.314
H 0.668 0.962 0.061 0.207
H -0.547 -0.322 0.297 0.163
H 0.815 1.204 2.573 0.304
H -0.358 -0.096 2.750 0.300
H 1.238 -0.446 2.048 0.322
C -0.114 -0.741 -2.448 0.195
O 1.112 -1.196 -2.150 -0.398
O -1.113 -1.405 -2.243 -0.511
H 0.965 -2.104 -1.809 0.331
H -0.078 0.282 -2.849 0.379


No. 3
14
Properties=species:S:1:pos:R:3:mulliken_charge:R:1 method="wB97M-V/def2-TZVPD" energy_ha=-344.6409 e_above_lowest_ev=5.6443 molar_mass_da=92.1 gap_ev="7.11 / 7.11" lumo_ev="0.578 / 0.579" spin_multiplicity=1 homo_ev="-6.53 / -6.53"
C -1.042 0.410 -0.342 -1.087
C 0.155 0.985 -0.896 0.081
C 0.792 -1.115 0.945 -0.106
O -1.540 -0.778 -0.927 -0.498
O 1.501 0.417 -0.167 -0.549
O 0.237 -0.800 2.115 -0.466
H -2.019 -0.607 -1.749 0.256
H -0.629 -0.408 1.893 0.433
H 1.756 1.062 0.508 0.350
H -1.809 1.078 0.044 0.410
H 0.239 2.060 -0.740 0.276
H 0.357 0.718 -1.935 0.264
H 1.815 -1.446 1.075 0.319
H 0.187 -1.577 0.176 0.316


No. 4
14
Properties=species:S:1:pos:R:3:mulliken_charge:R:1 method="wB97M-V/def2-TZVPD" energy_ha=-344.8161 e_above_lowest_ev=0.8784 molar_mass_da=92.1 gap_ev=11.25 lumo_ev=0.670 spin_multiplicity=1 homo_ev=-10.58
O 0.964 -1.721 -1.957 -0.582
O 0.380 -1.337 0.223 -0.296
C 0.907 -2.077 -0.760 0.728
C 0.000 0.000 0.000 -0.599
C 1.667 -3.291 -0.236 -0.745
H -0.735 0.324 0.756 0.231
H -0.456 0.097 -0.999 0.303
H 0.877 0.667 0.053 0.253
H 2.375 -3.512 -1.052 0.150
H 1.019 -4.170 -0.084 0.257
H 2.241 -3.114 0.690 0.291
O 3.861 -4.538 -4.012 -0.637
H 4.188 -3.770 -3.491 0.323
H 3.312 -5.052 -3.378 0.321


No. 5
14
Properties=species:S:1:pos:R:3:lowdin_spin:R:1 method="wB97M-V/def2-TZVPD" total_charge=+1 energy_ha=-344.4062 e_above_lowest_ev=0.9283 molar_mass_da=92.1 gap_ev="9.32 / 4.80" lumo_ev="-5.666 / -10.183" spin_multiplicity=2 homo_ev="-14.98 / -14.98"
O 0.746 0.006 -1.071 0.422
C 0.424 -0.807 -0.267 0.103
C -0.641 -0.479 0.743 0.112
C -1.948 0.037 0.067 0.046
O -2.027 1.429 0.304 0.240
H 0.957 -1.774 -0.318 0.060
H -0.761 -1.175 1.588 -0.001
H -0.238 0.316 1.391 -0.003
H -1.883 -0.108 -0.994 0.000
H -2.766 -0.349 0.675 0.022
H -1.882 1.886 -0.542 -0.001
H 3.283 1.069 -0.829 0.000
H 3.131 -0.421 -0.498 0.000
O 3.605 0.370 -0.247 0.000


No. 6
15
Properties=species:S:1:pos:R:3:lowdin_spin:R:1 method="wB97M-V/def2-TZVPD" total_charge=+1 energy_ha=-952.9752 e_above_lowest_ev=0.0000 molar_mass_da=237.1 gap_ev="9.01 / 9.31" lumo_ev="-4.949 / -4.800" spin_multiplicity=5 homo_ev="-13.96 / -14.11"
O -0.092 2.199 0.214 -0.018
C -1.225 1.600 -0.320 0.000
C -1.339 0.142 0.119 -0.001
O -0.055 -0.461 -0.089 -0.007
C 0.007 -1.846 0.206 0.000
Pm 1.709 1.153 0.316 4.041
H -2.157 2.107 -0.001 0.000
H -2.097 -0.404 -0.464 0.000
H -1.582 0.069 1.193 0.000
H -0.778 -2.383 -0.344 0.000
H 0.992 -2.207 -0.110 0.000
H -0.119 -2.013 1.287 0.000
O 3.789 0.643 -0.217 -0.015
H -1.218 1.626 -1.434 0.000
H 4.164 -0.226 -0.357 0.000


No. 7
15
Properties=species:S:1:pos:R:3:mulliken_charge:R:1 method="wB97M-V/def2-TZVPD" energy_ha=-742.9109 e_above_lowest_ev=3.3153 molar_mass_da=124.2 gap_ev=9.90 lumo_ev=0.544 spin_multiplicity=1 homo_ev=-9.36
C 1.755 -0.434 -1.186 -1.350
C 0.505 1.498 -0.036 -0.902
C 1.005 0.239 0.046 0.728
O -2.398 -0.278 -1.036 -0.492
O -2.084 -1.185 1.351 -0.467
O 1.149 -0.554 1.208 -0.509
S -2.630 0.045 0.375 0.403
H 1.142 -0.498 -2.061 0.335
H 2.177 -1.347 -0.953 0.391
H 2.569 0.244 -1.330 0.354
H 0.174 1.897 0.875 0.364
H 0.472 1.863 -1.050 0.279
H -1.114 -1.185 1.468 0.394
H 1.393 -0.042 1.935 0.305
H -4.115 -0.263 0.395 0.168


No. 8
15
Properties=species:S:1:pos:R:3:mulliken_charge:R:1 method="wB97M-V/def2-TZVPD" energy_ha=-743.0240 e_above_lowest_ev=0.2373 molar_mass_da=124.2 gap_ev=9.90 lumo_ev=0.600 spin_multiplicity=1 homo_ev=-9.30
O -0.103 -1.696 -0.280 -0.545
C 0.286 -0.671 0.204 0.455
O 0.448 -0.499 1.535 -0.442
C 0.657 0.570 -0.584 -0.540
C 1.633 0.264 -1.704 -0.543
S 1.718 1.699 -2.847 -0.237
H 0.152 -1.346 1.913 0.341
H -0.292 0.996 -0.939 0.339
H 0.983 1.364 0.090 0.326
H 1.363 -0.675 -2.179 0.372
H 2.624 0.143 -1.269 0.341
H 3.026 1.555 -3.089 0.131
H -4.585 -0.750 3.698 0.317
H -4.048 -0.578 2.266 0.320
O -3.862 -0.377 3.186 -0.636


No. 9
15
Properties=species:S:1:pos:R:3:mulliken_charge:R:1 method="wB97M-V/def2-TZVPD" energy_ha=-419.9807 e_above_lowest_ev=3.0114 molar_mass_da=108.1 gap_ev=9.30 lumo_ev=0.581 spin_multiplicity=1 homo_ev=-8.72
C 1.569 0.453 1.124 -1.302
C 0.232 -0.164 0.663 0.589
C -1.832 -0.436 -1.232 0.122
O 0.161 -1.544 0.807 -0.513
O -1.549 -0.441 -2.542 -0.464
O -2.669 0.492 -0.783 -0.386
O -0.136 0.330 -0.567 -0.540
H 1.864 -0.256 1.888 0.416
H 2.381 0.702 0.324 0.237
H 1.459 1.439 1.468 0.347
H -0.519 0.249 1.446 0.108
H -1.933 -1.407 -0.870 0.404
H 1.070 -1.899 0.875 0.276
H -1.019 -1.213 -2.759 0.349
H -2.501 1.206 -1.432 0.356


No. 10
13
Properties=species:S:1:pos:R:3:mulliken_charge:R:1 method="wB97M-V/def2-TZVPD" energy_ha=-592.4457 e_above_lowest_ev=1.9699 molar_mass_da=92.2 gap_ev=9.73 lumo_ev=0.682 spin_multiplicity=1 homo_ev=-9.05
O -1.327 -0.644 3.448 -0.360
C -1.643 -1.446 2.619 0.035
H -2.491 -2.243 2.825 0.199
H -1.440 -1.270 1.578 0.127
C 0.391 -0.339 -1.330 -1.000
C 1.154 0.871 -0.826 -0.433
S 0.421 2.243 -1.878 -0.231
H -0.717 -0.345 -1.567 0.331
H 0.830 -0.764 -2.333 0.305
H 0.442 -1.242 -0.519 0.200
H 2.184 0.841 -0.767 0.397
H 0.843 1.251 0.111 0.310
H 1.353 3.089 -1.361 0.120


No. 11
13
Properties=species:S:1:pos:R:3:mulliken_charge:R:1 method="wB97M-V/def2-TZVPD" energy_ha=-592.4289 e_above_lowest_ev=2.4265 molar_mass_da=92.2 gap_ev=9.49 lumo_ev=0.824 spin_multiplicity=1 homo_ev=-8.66
C 3.021 0.390 0.225 -0.508
C -2.868 0.681 0.094 -0.901
C 2.109 -0.427 -0.242 -0.424
O -1.113 -1.471 0.101 -0.461
S -1.145 0.196 -0.090 0.089
H 2.770 0.973 1.156 0.208
H -0.622 -1.651 -0.687 0.339
H 3.966 0.387 -0.201 0.281
H -3.271 0.729 1.190 0.255
H -3.463 0.141 -0.482 0.327
H -2.936 1.658 -0.260 0.337
H 2.368 -1.068 -0.983 0.236
H 1.186 -0.539 0.180 0.223


No. 12
13
Properties=species:S:1:pos:R:3:mulliken_charge:R:1 method="wB97M-V/def2-TZVPD" energy_ha=-592.2438 e_above_lowest_ev=7.4628 molar_mass_da=92.2 gap_ev=2.82 lumo_ev=-3.292 spin_multiplicity=1 homo_ev=-6.11
C -1.701 -0.093 0.068 0.091
O -2.696 -0.491 -1.086 -0.557
C -2.364 0.697 1.051 -0.677
C 2.347 -0.391 -1.027 -0.475
S 2.145 0.156 0.587 -0.070
H -1.610 -1.135 0.384 0.163
H -0.858 0.247 -0.502 0.041
H -3.533 -0.202 -0.698 0.332
H -2.944 0.303 1.861 0.299
H -2.068 1.725 1.251 0.226
H 1.388 -0.875 -1.220 0.186
H 3.169 -1.090 -1.169 0.296
H 3.224 0.934 0.800 0.146


No. 13
13
Properties=species:S:1:pos:R:3:mulliken_charge:R:1 method="wB97M-V/def2-TZVPD" energy_ha=-592.4819 e_above_lowest_ev=0.9825 molar_mass_da=92.2 gap_ev=9.99 lumo_ev=0.838 spin_multiplicity=1 homo_ev=-9.15
C -0.565 0.690 -1.262 -0.443
C -0.623 -0.193 0.035 -0.985
C 0.834 -0.647 0.696 -0.424
H -0.039 2.142 0.310 0.088
H 0.081 0.127 -1.943 0.303
H -1.565 0.760 -1.748 0.348
H -1.020 -1.166 -0.232 0.375
H -1.248 0.143 0.817 0.494
H 1.393 0.219 1.124 0.312
H 1.437 -0.784 -0.214 0.294
H 0.225 -1.683 2.048 0.323
O 0.897 -1.891 1.362 -0.477
S 0.192 2.282 -0.992 -0.207


No. 14
14
Properties=species:S:1:pos:R:3:mulliken_charge:R:1 method="wB97M-V/def2-TZVPD" energy_ha=-990.6676 e_above_lowest_ev=1.1700 molar_mass_da=124.2 gap_ev=9.12 lumo_ev=0.573 spin_multiplicity=1 homo_ev=-8.55
C -1.027 3.245 -0.141 -0.794
S -1.364 1.478 -0.214 -0.006
S -3.153 0.916 0.471 -0.195
H -1.036 3.810 -1.077 0.305
H -0.102 3.528 0.487 0.265
H -1.878 3.757 0.295 0.283
H -3.270 1.530 1.679 0.144
O 1.200 -3.041 1.492 -0.469
C 1.100 -2.568 0.387 0.209
C 2.196 -2.615 -0.658 -0.786
H 0.076 -2.141 0.106 0.270
H 1.842 -3.182 -1.579 0.251
H 3.028 -3.160 -0.234 0.276
H 2.389 -1.558 -1.013 0.247


No. 15
14
Properties=species:S:1:pos:R:3:mulliken_charge:R:1 method="wB97M-V/def2-TZVPD" energy_ha=-990.6962 e_above_lowest_ev=0.3929 molar_mass_da=124.2 gap_ev=9.87 lumo_ev=0.629 spin_multiplicity=1 homo_ev=-9.24
C 1.707 -0.491 0.701 -0.852
C 0.503 0.148 -0.001 0.143
C -0.346 0.875 0.997 -0.643
H 2.092 -1.698 -0.687 0.348
H 2.240 0.264 1.296 0.347
H 1.282 -1.194 1.468 0.344
H 0.927 0.739 -0.786 0.273
H -0.726 -0.365 -1.990 0.173
H -0.527 0.298 1.900 0.347
H 0.249 1.788 1.298 0.342
H -2.474 0.289 0.122 0.134
O 2.644 -1.068 -0.141 -0.490
S -0.353 -1.148 -0.953 -0.246
S -1.860 1.476 0.224 -0.220


No. 16
14
Properties=species:S:1:pos:R:3:mulliken_charge:R:1 method="wB97M-V/def2-TZVPD" energy_ha=-990.6948 e_above_lowest_ev=0.4298 molar_mass_da=124.2 gap_ev=8.29 lumo_ev=0.551 spin_multiplicity=1 homo_ev=-7.74
S 2.515 0.419 1.118 -0.125
S 0.620 0.464 1.852 -0.163
C 2.038 0.756 -0.601 -0.390
C -0.252 1.201 0.473 -0.470
C 0.515 0.689 -0.713 -0.739
H 2.416 -0.122 -1.159 0.292
H 2.518 1.658 -1.027 0.332
H -0.042 2.288 0.481 0.291
H -1.334 1.069 0.280 0.357
H 0.163 -0.353 -0.839 0.305
H 0.175 1.268 -1.593 0.311
O -2.972 -3.293 0.245 -0.648
H -2.464 -2.764 0.902 0.324
H -3.897 -3.282 0.581 0.324


No. 17
14
Properties=species:S:1:pos:R:3:mulliken_charge:R:1 method="wB97M-V/def2-TZVPD" energy_ha=-882.0289 e_above_lowest_ev=0.0000 molar_mass_da=120.2 gap_ev=9.10 lumo_ev=0.385 spin_multiplicity=1 homo_ev=-8.71
C -0.294 0.075 -1.338 0.569
C -1.189 -0.635 -2.227 -1.143
C 1.266 -0.341 2.105 -0.859
O -0.603 0.069 -0.044 -0.186
Si 0.103 0.830 1.256 0.306
S 0.966 0.846 -2.023 -0.296
H -2.019 -0.084 -2.715 0.276
H -1.640 -1.390 -1.754 0.372
H -0.555 -0.956 -3.034 0.357
H 2.336 0.052 1.984 0.263
H 1.210 -1.334 1.643 0.292
H 0.526 2.206 0.880 -0.097
H -1.070 1.179 2.073 -0.135
H 0.963 -0.518 3.195 0.280


No. 18
13
Properties=species:S:1:pos:R:3:mulliken_charge:R:1 method="wB97M-V/def2-TZVPD" total_charge=+2 energy_ha=-407.8802 e_above_lowest_ev=0.0000 molar_mass_da=178.8 gap_ev=8.29 lumo_ev=-12.058 spin_multiplicity=1 homo_ev=-20.35
Sn 2.405 3.363 -19.727 1.499
C 5.115 2.124 -17.712 -1.286
C 4.606 3.545 -17.686 0.547
C 5.680 4.581 -17.177 -1.256
O 4.193 3.889 -19.046 -0.428
H 4.395 1.533 -18.277 0.370
H 5.269 1.830 -16.674 0.403
H 6.011 2.128 -18.333 0.367
H 3.760 3.595 -17.001 0.318
H 5.459 5.275 -16.366 0.338
H 6.167 5.117 -17.991 0.348
H 6.489 4.036 -16.692 0.375
H 4.817 4.579 -19.284 0.404


No. 19
13
Properties=species:S:1:pos:R:3:mulliken_charge:R:1 method="wB97M-V/def2-TZVPD" energy_ha=-801.6356 e_above_lowest_ev=3.1507 molar_mass_da=106.0 gap_ev=8.66 lumo_ev=-0.118 spin_multiplicity=1 homo_ev=-8.78
C -0.280 0.644 1.594 -0.109
C 0.074 -1.052 -1.389 -0.844
C -0.522 -1.595 -0.063 -0.618
P -1.424 -0.414 0.961 -0.130
P -0.602 1.847 2.862 -0.109
H 1.367 0.312 1.480 0.160
H 1.152 -1.457 -1.532 0.226
H -0.537 -1.210 -2.336 0.283
H 0.137 0.101 -1.350 0.266
H 0.280 -2.061 0.387 0.440
H -1.157 -2.376 -0.346 0.368
H 0.759 2.280 2.862 0.039
H -0.792 2.999 2.162 0.028


No. 20
12
Properties=species:S:1:pos:R:3:mulliken_charge:R:1 method="wB97M-V/def2-TZVPD" energy_ha=-517.2078 e_above_lowest_ev=1.9797 molar_mass_da=76.2 gap_ev=9.96 lumo_ev=0.929 spin_multiplicity=1 homo_ev=-9.03
C -2.464 -1.561 -0.042 -0.770
S -1.302 -0.400 -0.893 -0.150
H -1.858 -2.211 0.579 0.279
H -2.996 -2.239 -0.707 0.309
H -3.159 -0.922 0.493 0.234
H -1.306 -1.139 -1.983 0.097
C 2.164 1.316 1.082 -0.487
C 2.178 1.587 -0.247 -0.474
H 3.166 1.238 1.500 0.214
H 1.304 1.040 1.674 0.251
H 2.989 1.221 -0.856 0.249
H 1.284 2.070 -0.602 0.248


Record-wise largest force on an atom values, in hartree/bohr: 0.0956 0.0315 0.0274 0.0667 0.0519 0.0438 0.0735 0.0202 0.0725 0.0865 0.0996 0.0675 0.0808 0.0434 0.0397 0.0517 0.0793 0.0717 0.0863 0.0504